Entry 1:
C7H10N3O2P3 as an isolated structure, computed with wB97M-V/def2-TZVPD.

Structure (ORCA input):
```
! RIJCOSX wB97M-V def2-TZVPD def2/J DEFGRID3
* xyz 0 3
C 3.567 0.894 -1.283
C 3.429 2.168 -0.723
C 2.622 0.079 -1.738
C 2.149 2.521 -0.407
C 1.306 0.461 -1.463
C 1.099 1.721 -0.866
C -2.103 -1.536 2.316
N -2.490 2.796 -0.626
N -3.788 0.583 0.039
N -2.804 -1.670 1.007
O -0.774 -1.114 2.257
O -0.212 2.201 -0.604
P -3.833 2.266 0.085
P -2.518 -0.547 -0.149
P -1.534 1.858 -1.498
H 4.533 0.466 -1.441
H 4.305 2.793 -0.496
H 2.797 -0.911 -2.067
H 1.954 3.474 -0.079
H 0.463 -0.041 -1.783
H -2.179 -2.605 2.617
H -2.644 -0.856 2.911
H -4.699 0.236 0.331
H -0.357 -1.826 1.658
H -3.159 -1.155 -1.164
*
```

The expectation value of S² is 2.0150. For the orbital gap (spin up / spin down), the calculation gives 5.57 / 6.49 eV. For the molecular weight, the calculation gives 261.1 g mol⁻¹.

Entry 2:
One molecule with the formula C2H5ClN2O2, computed with wB97M-V/def2-TZVPD.

Structure (ORCA input):
```
! RIJCOSX wB97M-V def2-TZVPD def2/J DEFGRID3
* xyz 0 1
C 1.093 0.495 -0.458
C 0.189 -0.644 0.083
Cl 0.884 -2.328 -0.477
N -1.193 -0.555 -0.210
O -1.481 0.323 -1.652
N -2.071 -0.967 0.537
O -3.360 -0.608 0.358
H 0.397 1.282 -0.824
H 1.877 0.225 -1.181
H 1.694 0.868 0.418
H 0.176 -0.723 1.127
H -3.845 -0.852 1.182
*
```

The SMILES is C[C@H](Cl)/[N+]([O-])=N/O. For the orbital gap (spin up / spin down), the calculation gives 8.84 / 8.84 eV. For the molecular weight, the calculation gives 124.5 g mol⁻¹.

Entry 3:
C25H57MnN8O11 as an isolated structure, computed with wB97M-V/def2-TZVPD.

Structure (ORCA input):
```
! RIJCOSX wB97M-V def2-TZVPD def2/J DEFGRID3
* xyz 1 6
Mn 2.622 -0.267 2.311
O -0.063 -0.835 -0.626
C 0.836 -0.650 0.349
O 1.799 0.157 0.342
O 0.819 -1.314 1.388
H -0.651 -1.524 -0.308
C 2.381 -0.565 -3.288
C 1.411 0.371 -3.936
O 1.689 0.860 -5.044
N 0.345 0.755 -3.223
C -0.643 1.663 -3.691
H 3.232 -0.808 -3.924
H 1.931 -1.552 -3.179
H 2.696 -0.242 -2.296
H 0.154 0.335 -2.325
H -1.568 1.115 -3.871
H -0.486 2.077 -4.687
H -0.999 2.347 -2.921
C -4.702 -0.298 4.718
C -4.166 -0.572 3.359
O -4.669 0.044 2.396
N -3.260 -1.531 3.265
C -2.681 -1.811 1.928
H -4.591 0.771 4.900
H -4.150 -0.788 5.520
H -5.766 -0.533 4.737
H -3.043 -2.123 4.054
H -1.907 -1.118 1.597
H -3.454 -1.937 1.169
H -2.085 -2.721 1.995
C -2.501 1.607 0.176
C -3.021 2.880 0.874
O -2.379 3.909 0.902
N -4.058 2.630 1.691
C -4.719 3.682 2.404
H -1.418 1.495 0.232
H -2.807 1.706 -0.865
H -3.072 0.765 0.566
H -4.475 1.721 1.834
H -5.179 3.346 3.333
H -5.644 3.958 1.897
H -4.198 4.630 2.536
C 4.333 -4.297 2.746
C 3.016 -3.530 2.899
O 2.974 -2.327 2.606
N 1.903 -4.262 3.225
C 0.567 -3.672 3.317
H 4.894 -3.894 1.902
H 4.195 -5.374 2.848
H 4.941 -4.063 3.620
H 1.957 -5.269 3.290
H -0.031 -3.785 2.412
H 0.644 -2.647 3.680
H -0.114 -4.234 3.956
C -2.526 -5.107 -0.501
C -1.189 -4.372 -0.439
O -1.250 -3.176 -0.237
N -0.050 -5.123 -0.558
C 1.291 -4.546 -0.550
H -2.424 -6.109 -0.918
H -3.313 -4.648 -1.099
H -2.923 -5.157 0.513
H -0.175 -6.118 -0.681
H 1.985 -5.242 -1.022
H 1.572 -4.342 0.483
H 1.368 -3.638 -1.147
C 6.178 5.278 -1.595
C 5.471 4.002 -1.969
O 6.180 3.152 -2.579
N 4.184 3.888 -1.728
C 3.369 2.671 -1.971
H 6.545 5.285 -0.569
H 5.385 6.019 -1.703
H 6.984 5.533 -2.282
H 3.743 4.583 -1.143
H 3.970 1.763 -2.027
H 2.917 2.764 -2.958
H 2.635 2.598 -1.168
C -3.014 -1.190 -2.103
C -3.743 -0.355 -3.187
O -4.403 0.629 -2.907
N -3.572 -0.790 -4.462
C -4.148 -0.278 -5.633
H -1.942 -1.115 -2.285
H -3.268 -2.247 -2.173
H -3.170 -0.922 -1.058
H -3.022 -1.618 -4.644
H -5.226 -0.431 -5.598
H -3.891 -0.801 -6.555
H -3.929 0.777 -5.793
C 4.853 3.639 2.423
C 3.461 3.091 2.023
O 3.125 1.933 2.321
N 2.651 3.967 1.393
C 1.213 3.795 1.219
H 5.311 4.087 1.541
H 5.551 2.855 2.718
H 4.880 4.525 3.057
H 3.053 4.878 1.227
H 0.728 4.771 1.237
H 0.725 3.254 2.030
H 1.006 3.311 0.264
*
```

The expectation value of S² is 8.7530. For the orbital gap (spin up / spin down), the calculation gives 7.15 / 6.53 eV. For the molecular weight, the calculation gives 700.7 g mol⁻¹.

Entry 4:
One molecule with the formula C6H9NO, computed with wB97M-V/def2-TZVPD.

Structure (ORCA input):
```
! RIJCOSX wB97M-V def2-TZVPD def2/J DEFGRID3
* xyz 0 1
O 2.750 -0.159 -0.044
C 1.456 -0.272 -0.284
C 0.601 0.928 0.226
C -0.855 1.352 -0.170
C -1.659 0.062 0.137
C -1.256 -1.143 -0.578
N -0.827 -0.887 0.855
C 0.486 -0.365 0.988
H 3.202 -0.930 -0.254
H 1.149 -0.741 -1.183
H 1.144 1.716 0.669
H -1.252 2.295 0.366
H -0.806 1.575 -1.222
H -2.753 0.246 0.373
H -1.927 -1.932 -0.691
H -0.402 -1.127 -1.133
H 0.948 -0.619 1.946
*
```

The SMILES is O[C@@H]1[C@H]2C[C@H]3CN3[C@@H]12. For the orbital gap, the calculation gives 9.43 eV. For the molecular weight, the calculation gives 111.1 g mol⁻¹.

Entry 5:
One molecule with the formula C7H6BrN3, computed with wB97M-V/def2-TZVPD.

Structure (ORCA input):
```
! RIJCOSX wB97M-V def2-TZVPD def2/J DEFGRID3
* xyz 0 1
Br 3.853 -0.741 -0.457
N 2.592 0.164 0.584
C 1.307 -1.055 1.042
C 0.086 -0.449 0.443
C -0.933 -1.197 -0.185
C -1.996 -0.595 -0.806
C -2.110 0.798 -0.856
C -1.139 1.570 -0.173
C -0.003 0.956 0.317
N 1.056 1.809 0.401
N 2.223 1.331 0.259
H 1.333 -1.096 2.110
H 1.513 -1.937 0.351
H -0.897 -2.349 -0.056
H -2.700 -1.060 -1.417
H -3.006 1.175 -1.302
H -1.179 2.676 -0.256
*
```

The SMILES is BrN1Cc2ccccc2N=N1. For the orbital gap, the calculation gives 7.99 eV. For the molecular weight, the calculation gives 212.1 g mol⁻¹.

Entry 6:
A 2-piece molecular cluster, C3H4ClF overall, computed with wB97M-V/def2-TZVPD.

Structure (ORCA input):
```
! RIJCOSX wB97M-V def2-TZVPD def2/J DEFGRID3
* xyz 0 1
C -0.391 -0.717 0.632
C 0.289 -1.507 -0.184
C -3.609 -0.694 0.900
F 1.445 -1.108 -0.902
Cl -4.380 0.567 0.110
H -0.047 0.272 1.043
H -1.288 -1.018 0.993
H -0.096 -2.440 -0.447
H -3.404 -0.390 1.949
*
```

For the orbital gap, the calculation gives 8.21 eV. For the molecular weight, the calculation gives 94.5 g mol⁻¹.

Entry 7:
C7H9N2O5PrSe as an isolated structure, computed with wB97M-V/def2-TZVPD.

Structure (ORCA input):
```
! RIJCOSX wB97M-V def2-TZVPD def2/J DEFGRID3
* xyz 0 3
Pr -0.401 -0.036 -2.032
O 2.002 -0.750 -0.880
C 1.920 -0.837 0.724
C 1.241 0.388 1.003
N -0.248 0.479 0.535
C -0.580 1.641 0.709
C -0.052 2.692 -0.574
O 0.482 3.705 -0.028
O -0.202 2.125 -1.669
C -1.277 -0.385 1.065
C -2.549 -0.471 0.585
O -3.585 -0.195 1.160
O -2.112 -0.624 -0.628
H 2.437 -0.872 -1.564
H 3.198 -0.680 0.868
H 1.321 -1.565 0.699
H 1.687 1.394 0.913
H 1.493 -0.242 2.137
H -0.415 1.876 1.630
H -1.376 1.652 0.187
H -1.493 -0.381 2.159
H -0.629 -1.635 0.995
Se -0.215 -3.134 -1.405
C -0.476 -2.531 -2.804
N -0.171 -1.615 -3.786
*
```

The expectation value of S² is 2.0023. For the orbital gap (spin up / spin down), the calculation gives 8.14 / 8.14 eV. For the molecular weight, the calculation gives 421.0 g mol⁻¹.

Entry 8:
C18H20Cl5PdSb2 as an isolated structure, computed with wB97M-V/def2-TZVPD.

Structure (ORCA input):
```
! RIJCOSX wB97M-V def2-TZVPD def2/J DEFGRID3
* xyz 3 1
Pd 0.854 -1.131 -1.016
Cl -2.362 -2.273 -2.649
C -0.779 -2.889 -3.108
C 0.339 -2.405 -2.467
C 1.536 -2.980 -2.817
Cl 2.866 -2.327 -1.849
C 1.700 -3.971 -3.767
Cl 3.233 -4.605 -4.103
C 0.539 -4.420 -4.422
Cl 0.655 -5.625 -5.608
C -0.712 -3.882 -4.085
Cl -2.137 -4.432 -4.841
C 3.939 0.046 1.852
Sb 1.953 0.044 1.133
C 0.869 -0.530 2.859
C 1.679 2.337 0.864
C 0.604 2.528 1.771
C 0.835 2.899 3.115
C -0.196 2.960 4.004
C -1.556 2.637 3.635
C -1.844 2.320 2.365
C -0.801 2.328 1.343
C -1.133 2.301 0.033
Sb -1.492 -0.242 -1.232
C -2.044 1.020 -2.847
C -3.113 -0.618 0.069
H 3.940 0.454 2.862
H 4.583 0.622 1.192
H 4.284 -0.988 1.884
H 0.986 0.195 3.662
H 1.311 -1.476 3.177
H -0.181 -0.688 2.627
H 1.497 2.356 -0.202
H 2.654 2.710 1.164
H 1.844 3.142 3.424
H 0.001 3.265 5.025
H -2.333 2.697 4.385
H -2.868 2.153 2.056
H -0.425 2.553 -0.748
H -2.187 2.353 -0.227
H -2.571 1.903 -2.494
H -2.700 0.448 -3.500
H -1.138 1.294 -3.383
H -3.984 -0.041 -0.235
H -2.812 -0.364 1.084
H -3.334 -1.683 0.016
*
```

For the orbital gap, the calculation gives 5.00 eV. For the molecular weight, the calculation gives 763.6 g mol⁻¹.

Entry 9:
C5H18IrNO as an isolated structure, computed with wB97M-V/def2-TZVPD.

Structure (ORCA input):
```
! RIJCOSX wB97M-V def2-TZVPD def2/J DEFGRID3
* xyz 1 6
C -0.234 0.336 -3.006
Ir -0.293 -1.011 -0.563
N -0.818 -2.217 1.147
H 0.105 -2.336 -1.231
H -0.021 -2.322 1.788
H -0.772 -0.501 -2.402
H 0.095 -0.150 -3.938
H 0.628 0.731 -2.457
H -0.906 1.154 -3.227
H -1.596 -1.834 1.704
H -1.093 -3.166 0.863
C -1.824 1.136 0.757
C -0.574 1.754 0.193
O 0.475 0.746 0.027
C 1.316 0.586 1.191
C 2.396 -0.381 0.804
H -2.182 0.275 0.140
H -2.642 1.863 0.808
H -1.634 0.766 1.766
H -0.762 2.169 -0.785
H -0.188 2.557 0.807
H 0.750 0.202 2.045
H 1.687 1.572 1.449
H 3.023 -0.605 1.662
H 2.026 -1.340 0.435
H 3.038 0.016 0.023
*
```

The expectation value of S² is 8.7556. For the orbital gap (spin up / spin down), the calculation gives 5.07 / 8.25 eV. For the molecular weight, the calculation gives 300.4 g mol⁻¹.

Entry 10:
A 2-piece molecular cluster, C4H12S overall, computed with wB97M-V/def2-TZVPD.

Structure (ORCA input):
```
! RIJCOSX wB97M-V def2-TZVPD def2/J DEFGRID3
* xyz 1 2
C 1.606 -1.315 2.098
C 1.820 -0.661 -0.608
S 0.617 -0.570 0.792
H 2.145 -0.537 2.637
H 0.838 -1.696 2.743
H 2.263 -2.169 1.819
H 2.620 -1.217 -0.157
H 2.163 0.313 -0.926
H 1.319 -1.120 -1.452
C -1.549 1.628 -0.503
C -2.208 0.573 -1.331
H -2.268 2.442 -0.245
H -1.274 1.239 0.548
H -0.692 2.229 -0.797
H -1.492 0.063 -1.984
H -3.138 0.922 -1.935
H -2.771 -0.123 -0.698
*
```

The expectation value of S² is 0.7532. For the orbital gap (spin up / spin down), the calculation gives 10.94 / 6.02 eV. For the molecular weight, the calculation gives 92.2 g mol⁻¹.

Entry 11:
C18H35Br3Cl12OSi as an isolated structure, computed with wB97M-V/def2-TZVPD.

Structure (ORCA input):
```
! RIJCOSX wB97M-V def2-TZVPD def2/J DEFGRID3
* xyz 0 1
C -5.831 -7.613 -4.220
C -5.251 -6.190 -4.102
Br -4.769 -5.912 -2.232
C -4.047 -6.017 -5.015
Br -4.663 -6.324 -6.852
Si -3.221 -4.307 -4.972
C -1.939 -4.257 -6.350
Br -4.673 -2.646 -5.431
C -2.249 -3.994 -3.369
C -2.691 -2.813 -2.534
O -2.309 -2.689 -1.420
H -6.657 -7.637 -4.911
H -6.176 -7.989 -3.271
H -5.085 -8.290 -4.601
H -6.050 -5.519 -4.361
H -3.324 -6.784 -4.774
H -2.362 -4.509 -7.308
H -1.169 -4.990 -6.132
H -1.537 -3.253 -6.363
H -2.222 -4.860 -2.727
H -1.222 -3.790 -3.649
H -3.345 -2.034 -2.947
Cl 0.566 -0.950 1.771
C -0.398 -0.235 0.451
C 0.390 0.783 -0.328
Cl 0.731 2.231 0.653
H -1.291 0.205 0.888
H -0.703 -1.052 -0.201
H -0.183 1.112 -1.194
H 1.337 0.379 -0.676
Cl -1.418 -2.521 6.550
C -1.715 -1.877 4.914
C -2.562 -0.632 4.936
Cl -4.239 -0.967 5.442
H -2.178 -2.664 4.324
H -0.743 -1.649 4.481
H -2.611 -0.206 3.936
H -2.152 0.117 5.609
Cl -2.400 4.778 3.496
C -0.703 5.301 3.665
C 0.243 4.137 3.804
Cl 0.031 3.276 5.354
H -0.641 5.961 4.526
H -0.457 5.871 2.772
H 1.271 4.500 3.780
H 0.116 3.409 3.008
Cl -0.068 7.937 0.971
C -0.517 7.453 -0.685
C -1.464 6.280 -0.703
Cl -0.688 4.773 -0.150
H 0.399 7.232 -1.227
H -0.993 8.316 -1.148
H -1.805 6.105 -1.723
H -2.334 6.460 -0.075
Cl 6.413 3.686 0.850
C 5.091 2.948 1.795
C 3.768 3.622 1.542
Cl 3.716 5.285 2.193
H 5.367 2.991 2.845
H 5.033 1.907 1.497
H 2.976 3.066 2.037
H 3.541 3.672 0.481
Cl 9.835 -1.060 3.629
C 9.523 -0.380 2.012
C 8.620 0.825 2.064
Cl 6.956 0.400 2.545
H 9.099 -1.167 1.394
H 10.488 -0.095 1.595
H 8.556 1.282 1.078
H 8.989 1.570 2.764
*
```

For the orbital gap, the calculation gives 10.28 eV. For the molecular weight, the calculation gives 960.7 g mol⁻¹.

Entry 12:
A 2-piece molecular cluster, C24H24F6IN2O5S overall, computed with wB97M-V/def2-TZVPD.

Structure (ORCA input):
```
! RIJCOSX wB97M-V def2-TZVPD def2/J DEFGRID3
* xyz 1 1
C -0.991 5.651 2.204
C -0.119 4.400 2.813
O 0.601 4.635 3.935
O -0.072 3.029 2.276
C 0.805 2.929 1.099
C 2.379 2.531 1.476
C 3.053 1.995 0.075
C 3.852 0.567 0.200
C 3.019 -0.615 0.997
C 2.817 -1.966 0.036
C 4.084 -2.999 -0.184
C 3.872 -4.361 -1.116
C 2.418 -4.681 -1.869
C 1.129 -3.635 -1.685
C 1.392 -2.325 -0.739
S -0.030 -1.123 -0.509
C -1.568 -2.167 -0.829
C -2.975 -1.644 -0.139
C -3.015 -0.287 0.794
O -2.225 -0.293 1.904
C -3.936 1.044 0.531
F -5.366 0.611 0.751
F -3.666 2.052 1.598
C -3.879 1.639 -0.995
F -5.048 2.588 -1.112
F -4.101 0.613 -2.062
C -2.541 2.516 -1.353
F -1.289 1.735 -1.475
F -2.267 3.646 -0.437
C -2.815 3.182 -2.856
O -3.498 4.313 -3.059
O -2.229 2.519 -4.062
C -4.326 -2.548 -0.461
C -4.212 -3.919 -1.386
C -2.767 -4.403 -2.045
C -1.391 -3.499 -1.765
N -0.130 -3.981 -2.440
I 0.050 -3.298 -4.383
H -1.835 5.331 1.442
H -1.530 6.302 3.044
H -0.271 6.415 1.644
H 0.408 2.057 0.425
H 0.738 3.954 0.521
H 2.904 3.542 1.771
H 2.424 1.769 2.366
H 3.854 2.805 -0.258
H 2.276 1.929 -0.824
H 4.935 0.741 0.621
H 4.001 0.171 -0.915
H 3.720 -0.963 1.897
H 2.019 -0.252 1.488
H 5.121 -2.763 0.318
H 4.816 -5.080 -1.234
H 2.316 -5.643 -2.538
H -1.612 3.174 -4.537
H -5.409 -2.282 -0.068
H -5.168 -4.570 -1.641
H -2.759 -5.379 -2.730
N 2.808 -3.142 3.097
H 1.935 -2.602 3.133
H 2.686 -4.023 3.609
H 3.044 -3.344 2.118
H 3.565 -2.598 3.526
*
```

For the orbital gap, the calculation gives 6.79 eV. For the molecular weight, the calculation gives 693.4 g mol⁻¹.

- Which of these has the highest molecular weight?
  C18H35Br3Cl12OSi

- What is the molecular weight in the tenth record?
  92.2 g mol⁻¹

- What is the molecular weight in the ninth record?
  300.4 g mol⁻¹

- Number 10 is which compound?
  C4H12S